Density functional theory data (ωB97M-V with the def2-TZVPD basis set) for a molecular structure, C30H31CoF5N9O2PS3 in a non-equilibrium geometry.

Structure (XYZ):
```
82
Properties=species:S:1:pos:R:3:forces:R:3:lowdin_charge:R:1
Co -0.370 -0.037 -0.228 0.92 -0.63 -1.13 0.346
S 3.465 -6.644 -0.737 -0.06 0.39 -0.01 1.074
N 2.561 -5.879 -1.816 -0.37 -0.34 -0.79 -0.214
C 2.201 -4.714 -1.318 0.28 -0.28 0.19 -0.301
C 1.351 -3.742 -1.977 0.52 -0.14 0.14 -0.091
C 0.930 -3.879 -3.289 -0.32 0.21 -0.69 0.025
C 0.054 -2.946 -3.810 0.55 0.41 0.63 -0.009
C -0.366 -1.893 -2.978 0.53 -0.10 0.84 -0.103
N 0.107 -1.692 -1.724 0.09 -0.95 -1.11 0.049
C 1.014 -2.598 -1.273 -1.05 0.70 1.12 -0.121
C 1.595 -2.319 0.079 -0.76 -0.09 -1.83 -0.128
N 1.318 -1.115 0.596 0.72 0.00 -0.07 0.048
C 2.031 -0.744 1.651 -0.37 -0.08 0.68 -0.094
C 2.889 -1.611 2.348 -0.30 0.99 -0.52 0.008
C 3.140 -2.834 1.782 0.65 -0.13 1.17 0.023
C 2.489 -3.207 0.635 0.19 -1.11 -0.28 -0.082
C 2.731 -4.500 -0.023 -0.05 0.60 -0.35 -0.283
N 3.474 -5.510 0.397 0.07 0.37 0.78 -0.212
H 1.323 -4.670 -3.920 -0.15 -0.10 0.25 0.132
H -0.194 -2.988 -4.858 -0.41 0.07 0.02 0.116
H -1.091 -1.171 -3.310 -0.17 0.14 -0.12 0.065
H 1.871 0.281 1.965 0.02 -0.10 0.18 0.107
H 3.340 -1.264 3.268 0.20 -0.10 -0.13 0.124
H 3.873 -3.506 2.199 -0.02 -0.16 0.23 0.133
N 0.119 3.044 -3.217 0.71 0.70 -0.45 0.129
C 1.608 3.108 -2.986 0.21 0.30 -0.21 -0.202
P 2.101 1.325 -2.970 0.14 0.89 -0.49 0.387
O 1.808 0.834 -4.375 -0.01 0.19 0.83 -0.332
O 1.642 0.727 -1.703 -0.41 -0.39 0.31 -0.318
C 3.910 1.500 -2.947 0.36 -2.26 -0.25 -0.179
N 4.322 1.519 -4.390 -0.26 0.82 -0.34 0.134
H -0.207 2.831 -2.240 -0.66 -0.26 0.31 0.079
H -0.030 2.238 -3.876 -0.39 1.08 0.37 0.155
H -0.239 3.976 -3.545 0.06 -1.42 0.18 0.190
H 1.836 3.643 -2.036 -0.37 -0.40 -0.75 0.105
H 2.082 3.633 -3.836 -0.24 -0.21 0.38 0.109
H 4.271 0.558 -2.491 -0.08 0.34 -0.36 0.124
H 4.350 2.272 -2.374 0.30 1.08 0.35 0.100
H 3.461 1.139 -4.913 0.61 -0.11 0.36 0.135
H 5.200 1.046 -4.593 -0.11 -0.25 -0.03 0.168
H 4.439 2.491 -4.696 0.05 -0.23 -0.06 0.165
S -2.493 0.330 -1.425 0.45 0.04 -0.26 0.678
C -3.793 -0.429 -0.602 -0.75 0.98 -0.32 -0.766
N -3.664 -1.283 0.371 0.50 -0.55 -0.19 0.018
C -4.701 -1.961 1.093 -0.16 -0.43 0.30 -0.163
C -6.000 -1.948 0.316 -0.68 0.10 0.21 -0.143
C -6.257 -0.529 -0.226 1.04 -0.47 -0.72 -0.115
N -5.026 -0.063 -0.928 -1.26 -0.13 -0.11 0.013
H -2.749 -1.422 0.712 1.17 -0.05 0.38 0.044
H -4.804 -1.467 2.061 -0.17 -0.07 0.07 0.133
H -4.342 -2.987 1.278 -0.31 0.37 -0.03 0.142
H -6.774 -2.188 1.062 -0.01 -0.10 -0.58 0.128
H -5.999 -2.708 -0.484 -0.04 0.40 0.30 0.130
H -6.414 0.148 0.608 -0.44 0.12 0.01 0.124
H -7.038 -0.457 -1.009 0.13 -0.20 0.91 0.137
H -5.209 0.571 -1.686 0.60 0.03 -0.08 0.127
C -0.380 5.165 3.035 0.12 -0.72 0.38 -0.015
C -0.383 4.327 1.824 0.10 -0.33 -0.49 -0.246
C -1.541 4.025 1.112 1.22 -0.40 -0.57 0.014
C -1.407 3.246 -0.045 -1.06 0.31 0.43 -0.186
N -0.254 2.736 -0.455 -0.20 -0.16 -0.63 -0.044
C 0.836 2.978 0.283 0.30 -0.41 -0.44 -0.181
C 0.816 3.755 1.390 0.08 0.56 0.14 -0.028
H 0.254 6.016 2.964 0.70 0.68 -0.27 0.090
H -0.003 4.559 3.860 -0.17 0.09 0.19 0.098
H -1.357 5.519 3.231 -1.03 0.31 0.51 0.077
H -2.479 4.394 1.457 -0.59 0.14 -0.04 0.117
H -2.284 2.969 -0.651 0.41 0.27 0.37 0.080
H 1.750 2.493 -0.045 -0.05 0.03 -0.02 0.097
H 1.751 3.955 1.886 0.05 0.02 0.34 0.129
F 1.187 -1.503 6.556 0.26 -0.38 0.99 0.167
C 0.543 -1.026 5.519 0.88 -0.69 0.35 -0.165
C -0.384 -1.810 4.891 -0.69 0.42 -0.03 -0.150
F -0.775 -2.940 5.454 0.00 -0.25 -0.20 0.157
C -0.971 -1.291 3.761 -0.01 0.64 -0.54 -0.217
F -1.969 -2.001 3.212 0.16 0.02 -0.28 0.077
C -0.593 -0.045 3.198 0.16 -0.91 0.68 -0.475
S -1.321 0.449 1.689 -0.76 0.80 0.74 0.734
C 0.336 0.711 3.934 -0.91 -0.22 -0.70 -0.249
F 0.662 1.959 3.577 0.13 -0.11 -0.31 0.093
C 0.930 0.191 5.048 0.49 0.81 0.36 -0.154
F 1.888 0.858 5.706 -0.26 0.00 -0.22 0.135
```
Forces are in eV/Å.

Results
gap between HOMO and LUMO (spin up / spin down) = 7.337 / 7.711 eV
energy above the lowest of the compared OMol25 structures with the same formula, charge and spin = 21.3 kcal per mole
spin multiplicity = 4
net charge = +2
lowest unoccupied orbital energy (spin up / spin down) = -4.875 / -4.887 eV


Density functional theory data (ωB97M-V with the def2-TZVPD basis set) for a molecular structure, C30H31F5GaNSi.

Structure (XYZ):
```
69
Properties=species:S:1:pos:R:3:forces:R:3:lowdin_charge:R:1
Ga 0.715 -0.424 0.237 0.46 0.27 -0.04 0.605
C 1.886 -0.736 4.414 0.00 0.00 -0.03 -0.073
C 1.822 0.605 4.781 -0.01 -0.01 -0.02 -0.079
C 1.506 1.562 3.832 0.00 0.06 0.05 -0.032
C 1.250 1.176 2.514 0.00 0.15 0.00 -0.185
C 1.279 -0.172 2.139 -0.21 -0.01 -0.08 -0.170
C 1.605 -1.115 3.107 0.04 -0.04 0.07 -0.095
C 0.986 2.166 1.439 0.02 -0.10 0.04 -0.174
C 0.954 3.565 1.668 -0.01 0.02 0.08 0.017
C 0.779 4.417 0.626 -0.01 0.06 -0.01 0.016
C 0.654 3.918 -0.692 -0.03 0.01 -0.01 -0.144
C 0.514 4.759 -1.822 0.01 0.04 0.09 -0.026
C 0.416 4.223 -3.072 -0.01 -0.08 -0.06 -0.065
C 0.461 2.821 -3.242 0.03 0.09 -0.04 -0.048
C 0.591 1.990 -2.167 0.24 0.04 0.11 -0.049
C 0.681 2.522 -0.862 0.00 -0.07 0.11 -0.183
N 0.816 1.681 0.219 -0.09 0.03 -0.26 0.101
H 2.150 -1.486 5.152 -0.02 0.04 -0.03 0.104
H 2.023 0.903 5.803 0.00 -0.02 -0.05 0.102
H 1.465 2.603 4.133 0.03 -0.07 -0.02 0.099
H 1.640 -2.168 2.844 0.00 0.03 0.02 0.103
H 1.061 3.946 2.671 0.02 -0.01 -0.02 0.105
H 0.745 5.488 0.792 0.01 -0.02 -0.01 0.124
H 0.497 5.833 -1.675 -0.01 -0.06 0.01 0.116
H 0.312 4.867 -3.937 0.01 -0.03 0.03 0.107
H 0.398 2.401 -4.239 0.01 0.01 0.04 0.115
H 0.655 0.920 -2.299 0.03 -0.01 -0.02 0.088
F 1.950 -3.047 0.173 -0.22 0.06 0.05 0.057
C 2.885 -2.197 -0.312 0.09 0.07 -0.08 -0.240
C 2.535 -0.890 -0.613 -0.31 -0.46 0.30 -0.050
C 3.579 -0.102 -1.045 -0.07 0.12 -0.10 -0.218
F 3.391 1.195 -1.363 -0.11 0.07 0.05 0.082
C 4.876 -0.566 -1.178 0.04 0.09 -0.10 -0.149
F 5.854 0.233 -1.609 0.04 0.09 -0.03 0.118
C 5.165 -1.876 -0.868 0.16 -0.14 0.00 -0.140
F 6.409 -2.335 -1.000 0.05 -0.03 0.00 0.127
C 4.159 -2.711 -0.425 0.08 0.02 -0.07 -0.149
F 4.439 -3.978 -0.114 -0.03 -0.07 0.03 0.121
C -1.154 -3.309 -0.225 0.08 -0.15 0.00 -0.198
Si -1.431 -1.450 -0.264 0.02 0.12 0.00 0.649
C -2.008 -1.032 -2.046 -0.01 0.05 -0.07 -0.642
C -2.255 0.473 -2.252 -0.03 -0.10 0.05 -0.094
C -3.281 -1.790 -2.447 0.04 0.02 -0.10 -0.096
C -0.869 -1.492 -2.979 -0.07 0.00 -0.05 -0.110
C -2.661 -1.043 1.157 0.04 0.07 0.05 -0.647
C -1.942 -1.271 2.501 -0.06 -0.01 -0.02 -0.106
C -3.879 -1.977 1.118 -0.01 -0.01 0.05 -0.097
C -3.132 0.418 1.117 0.01 -0.05 0.05 -0.094
H -2.090 -3.841 -0.425 0.09 0.00 0.01 0.032
H -0.775 -3.636 0.748 -0.04 0.00 -0.09 0.032
H -0.417 -3.609 -0.976 -0.08 0.00 0.10 0.028
H -3.200 0.786 -1.808 -0.02 -0.02 0.03 0.069
H -2.308 0.702 -3.325 0.00 -0.01 0.07 0.089
H -1.469 1.097 -1.823 -0.22 -0.13 -0.02 0.040
H -4.145 -1.474 -1.861 0.00 0.02 -0.01 0.063
H -3.170 -2.873 -2.335 0.00 0.07 0.00 0.076
H -3.514 -1.590 -3.502 0.02 -0.04 0.08 0.087
H 0.117 -1.150 -2.650 -0.01 0.00 -0.02 0.045
H -1.032 -1.106 -3.995 -0.01 -0.06 0.10 0.087
H -0.824 -2.584 -3.043 0.01 0.10 0.01 0.077
H -1.417 -2.231 2.544 -0.06 0.06 0.00 0.075
H -2.678 -1.261 3.317 0.04 0.00 -0.07 0.089
H -1.212 -0.488 2.711 -0.02 -0.02 -0.03 0.058
H -3.585 -3.024 1.245 -0.02 0.07 0.00 0.077
H -4.444 -1.899 0.189 0.01 0.02 0.01 0.061
H -4.560 -1.725 1.941 0.04 -0.03 -0.05 0.085
H -2.292 1.117 1.018 -0.04 -0.04 0.01 0.072
H -3.658 0.668 2.048 0.03 -0.03 -0.08 0.086
H -3.822 0.604 0.292 0.03 -0.01 -0.01 0.068
```
Forces are in eV/Å.

Results
gap between HOMO and LUMO = 7.794 eV
lowest unoccupied orbital energy = -0.671 eV


Density functional theory data (ωB97M-V with the def2-TZVPD basis set) for a molecular structure, C30H31I2N4OPbSb2Se5Si in a non-equilibrium geometry.

Structure (XYZ):
```
77
Properties=species:S:1:pos:R:3:forces:R:3:lowdin_charge:R:1
Pb 0.331 -0.159 -0.214 -0.52 0.16 -0.84 1.069
C -3.081 -1.296 0.104 0.11 0.07 -0.01 -0.045
C -2.841 -1.074 -1.354 -0.30 -0.06 -0.22 -0.338
C -3.888 -0.695 -2.187 0.06 0.05 -0.15 -0.024
C -3.645 -0.515 -3.536 0.06 -0.02 0.13 -0.096
C -2.359 -0.726 -4.007 -0.02 0.05 -0.11 -0.170
C -1.365 -1.061 -3.103 0.33 -0.14 -0.45 -0.468
N -1.606 -1.243 -1.818 -0.38 -0.16 0.42 -0.023
Sb 0.646 -1.281 -3.877 0.09 0.13 0.06 1.505
C 1.464 -2.661 -2.408 -0.07 0.33 -0.47 -0.488
C 2.493 -3.489 -2.821 0.07 0.18 -0.17 -0.132
C 2.961 -4.457 -1.946 -0.07 -0.03 0.12 -0.057
C 2.339 -4.597 -0.722 0.02 0.04 -0.17 -0.028
C 1.296 -3.733 -0.385 0.02 -0.36 -0.24 -0.399
C 0.601 -3.880 0.924 0.06 0.10 -0.01 -0.074
N 0.895 -2.769 -1.217 -0.33 -0.43 0.32 -0.057
C 1.371 0.686 -3.262 -0.11 -0.43 -0.56 -0.459
C 1.303 1.638 -4.262 -0.07 -0.10 -0.14 -0.166
C 1.742 2.926 -3.996 0.06 0.07 0.17 -0.064
C 2.295 3.182 -2.758 -0.08 -0.06 -0.21 -0.015
C 2.370 2.158 -1.814 0.10 0.23 -0.15 -0.324
C 3.066 2.431 -0.528 0.12 -0.03 0.15 -0.078
N 1.879 0.941 -2.064 0.34 0.11 0.23 -0.015
H -4.114 -1.591 0.275 -0.03 -0.01 0.12 0.081
H -2.885 -0.379 0.661 -0.01 0.06 0.10 0.075
H -2.407 -2.061 0.485 0.02 -0.08 0.07 0.066
H -4.867 -0.524 -1.765 -0.12 -0.03 0.00 0.111
H -4.435 -0.200 -4.204 -0.03 -0.01 -0.03 0.104
H -2.112 -0.591 -5.050 -0.05 -0.01 -0.09 0.081
H 2.925 -3.360 -3.803 0.07 -0.03 -0.05 0.083
H 3.788 -5.094 -2.227 0.03 -0.03 0.02 0.108
H 2.667 -5.347 -0.018 -0.01 -0.03 0.10 0.121
H 1.323 -3.787 1.742 -0.12 0.06 0.06 -0.007
H 0.160 -4.872 1.005 -0.09 -0.10 0.00 0.091
H -0.179 -3.127 1.032 0.05 -0.05 0.05 0.027
H 0.883 1.380 -5.225 0.01 0.04 -0.06 0.077
H 1.656 3.706 -4.741 0.00 0.02 -0.02 0.109
H 2.679 4.159 -2.498 -0.02 0.03 -0.02 0.119
H 2.824 3.429 -0.165 -0.06 0.08 0.06 0.086
H 4.143 2.377 -0.694 0.01 -0.04 0.05 0.062
H 2.832 1.694 0.233 0.08 -0.01 0.03 0.006
I -2.262 2.972 -4.011 0.08 0.30 0.27 0.926
C -1.473 3.643 -2.176 -0.15 -0.58 -0.47 -0.607
C -1.543 4.979 -1.839 0.07 0.51 0.29 -0.247
C -1.022 5.409 -0.644 -0.22 0.78 -0.19 -0.655
I -1.150 7.482 -0.206 0.01 -0.38 -0.08 0.832
C -0.413 4.514 0.251 0.06 -0.38 0.00 -0.214
C 0.132 4.874 1.502 0.11 -0.11 0.23 -0.042
C 0.733 3.931 2.289 -0.13 0.24 -0.29 -0.021
C 0.789 2.614 1.821 0.02 -0.20 0.12 -0.183
N 0.259 2.234 0.682 0.15 -0.03 0.23 0.006
C -0.341 3.140 -0.116 -0.10 0.65 0.06 -0.151
C -0.896 2.661 -1.362 -0.28 0.15 -0.41 -0.467
O -0.867 1.439 -1.700 -0.05 -0.23 0.42 -0.252
H -2.010 5.681 -2.513 -0.01 0.04 -0.04 0.073
H 0.066 5.899 1.833 0.01 0.10 -0.02 0.053
H 1.171 4.173 3.245 0.03 0.01 0.04 0.112
H 1.297 1.873 2.422 0.03 -0.12 0.04 -0.004
Se 3.447 0.896 4.110 -0.22 -0.36 -0.46 -0.138
Sb 2.627 -1.048 2.927 -0.36 -0.19 0.41 0.023
Se 2.746 -3.203 4.037 0.06 0.43 -0.21 -0.110
Se 5.048 -0.434 0.103 1.22 0.41 -0.27 -0.104
Se 2.967 -1.171 0.302 0.05 -0.41 1.32 -0.163
C -3.204 -1.391 3.767 0.72 -0.15 0.11 -0.223
Si -1.374 -1.863 4.095 0.32 0.01 0.00 0.263
C -1.106 -3.738 3.870 -0.09 0.75 0.11 -0.220
C -0.780 -1.304 5.812 -0.34 -0.27 -0.64 -0.220
Se -0.139 -0.565 2.594 -0.09 -0.46 1.22 0.178
H -3.795 -1.500 4.671 -0.09 -0.06 0.25 0.018
H -3.655 -2.014 3.001 0.02 -0.15 -0.16 0.010
H -3.279 -0.357 3.442 0.03 0.18 -0.01 0.014
H -1.596 -4.267 4.680 -0.21 -0.10 0.25 0.022
H -0.049 -3.988 3.913 0.17 0.12 -0.03 -0.038
H -1.513 -4.110 2.936 -0.11 0.02 -0.21 0.013
H -1.303 -1.852 6.590 -0.15 -0.15 0.21 0.020
H -0.939 -0.241 5.972 -0.06 0.16 -0.08 0.025
H 0.282 -1.504 5.913 0.22 -0.07 -0.06 0.014
```
Forces are in eV/Å.

Results
gap between HOMO and LUMO = 5.713 eV
energy above the lowest of the compared OMol25 structures with the same formula, charge and spin = 0.0 kcal per mole
net charge = -1
lowest unoccupied orbital energy = 1.708 eV